1.
A 3-piece molecular cluster, C31H68FN3O13P3 overall at a distorted geometry, computed with ωB97M-V with the def2-TZVPD basis set.

Computed properties:
* energy: -94917.8298 eV
* total charge: +1
* HOMO-LUMO gap: 8.33 eV
* HOMO energy: -11.36 eV

Each line ends with the Löwdin charge.
Atoms and positions in Å:
P 7.555 -1.342 -9.577  0.44
P 2.123 1.602 -3.351  0.44
P -3.503 -1.624 8.376  0.93
F -0.503 -1.616 1.619  0.11
O 1.005 0.786 -3.839  -0.21
O -2.412 2.659 4.294  -0.07
O 8.601 -0.505 -8.665  -0.21
O 8.088 -0.864 -10.978  -0.18
O 6.274 -1.272 -8.862  -0.22
O 8.197 -2.809 -9.433  -0.19
O 3.444 0.704 -3.184  -0.19
O -7.846 2.434 6.682  -0.17
O 1.795 1.881 -1.786  -0.21
O -0.081 -3.649 0.852  0.21
O 2.706 3.026 -3.685  -0.18
O -2.951 0.683 5.235  -0.10
O -0.512 2.007 1.896  -0.05
N -2.040 -1.520 5.924  0.14
N -1.253 -2.626 4.004  0.17
N -3.560 -2.538 4.500  0.01
C 8.170 0.279 -7.555  -0.28
C 7.556 -4.008 -11.477  -0.08
C -3.905 0.074 6.083  -0.17
C 9.374 -0.271 -11.238  -0.24
C -1.919 2.050 1.986  -0.23
C 8.381 -0.472 -6.258  -0.07
C 3.181 3.991 -2.732  -0.25
C -2.749 -0.179 9.202  -0.28
C 4.738 1.056 -5.243  -0.07
C -0.583 -2.958 1.662  -0.43
C 4.421 3.549 -1.991  -0.07
C 0.628 0.232 -0.460  -0.08
C -6.329 -0.708 2.544  -0.18
C -3.476 1.835 4.609  -0.26
C -2.246 -2.252 4.763  -0.30
C 10.531 -1.213 -11.008  -0.07
C -4.090 -2.553 5.881  -0.13
C -5.750 -1.658 3.614  -0.19
C -8.029 1.141 3.167  -0.17
C 4.018 0.073 -4.341  -0.26
C -7.800 -0.354 2.855  -0.18
C -2.411 3.121 2.949  -0.17
C -3.415 -1.337 6.537  -0.50
C -7.439 2.128 5.381  -0.28
C -1.425 -3.463 2.825  -0.02
C -6.900 3.217 7.377  -0.10
C -8.533 1.405 4.615  -0.15
C -5.287 -1.381 8.706  -0.26
C 7.493 -3.941 -9.963  -0.27
C 0.537 1.544 -1.207  -0.28
C -4.246 -1.717 3.449  -0.12
H 0.287 2.348 -0.512  0.10
H 4.216 2.714 -1.323  0.07
H -3.381 3.519 2.639  0.13
H -7.070 1.654 3.051  0.09
H 7.115 -4.939 -11.832  0.08
H 7.869 -1.435 -6.272  0.08
H 3.239 -0.459 -4.892  0.12
H 4.719 -0.670 -3.963  0.12
H 9.441 -0.678 -6.103  0.08
H 9.485 0.653 -10.674  0.12
H -2.451 -3.451 2.475  0.13
H -5.137 -2.778 6.039  0.13
H 4.038 1.757 -5.701  0.08
H 3.410 4.877 -3.324  0.12
H 7.131 0.582 -7.671  0.09
H -4.025 1.535 3.703  0.12
H -6.065 -1.293 4.592  0.09
H -1.594 -2.198 6.560  0.14
H 7.967 -4.820 -9.529  0.12
H -3.566 -3.408 6.322  0.12
H 5.198 3.234 -2.688  0.07
H -6.214 -2.635 3.458  0.13
H 5.463 1.641 -4.676  0.07
H 11.451 -0.741 -11.355  0.08
H -6.551 1.471 5.392  0.10
H 10.650 -1.457 -9.954  0.07
H -7.154 3.018 4.801  0.13
H 8.012 0.107 -5.410  0.07
H -3.270 0.751 8.960  0.04
H -0.341 -0.049 -0.054  0.05
H -6.255 -1.198 1.573  0.12
H -2.309 2.247 0.987  0.13
H -0.142 2.162 2.770  0.10
H 6.456 -3.920 -9.618  0.11
H -5.895 -2.038 8.089  0.04
H -0.328 -2.327 4.286  0.19
H 10.386 -2.146 -11.552  0.07
H -8.714 1.600 2.458  0.11
H 9.341 0.013 -12.289  0.12
H -1.687 -0.104 8.985  0.04
H 2.382 4.276 -2.050  0.11
H -1.087 -4.480 3.010  0.15
H 8.588 -3.950 -11.822  0.07
H 0.980 -0.564 -1.118  0.08
H -4.048 -2.142 2.463  0.12
H -4.862 -0.016 5.566  0.10
H -2.903 -0.330 10.270  0.05
H -8.734 0.437 5.071  0.11
H -1.706 3.950 2.894  0.14
H -3.813 -0.716 3.465  0.10
H -8.118 -0.985 3.685  0.10
H 7.011 -3.179 -11.933  0.07
H -9.446 1.995 4.588  0.12
H 8.775 1.188 -7.561  0.12
H -2.324 1.076 2.299  0.11
H -4.176 2.345 5.286  0.13
H 4.798 4.380 -1.394  0.08
H -5.589 -0.346 8.517  0.04
H -0.246 1.511 -1.964  0.11
H -5.477 -1.567 9.761  0.05
H -5.885 2.915 7.083  0.07
H -8.398 -0.627 1.987  0.11
H 5.257 0.525 -6.041  0.07
H -3.991 0.711 6.967  0.10
H -5.681 0.172 2.521  0.09
H -6.990 3.044 8.446  0.09
H 1.342 0.314 0.362  0.08
H -7.004 4.278 7.140  0.09

2.
C21H47InO28PS7 as an isolated structure at a distorted geometry, computed with ωB97M-V with the def2-TZVPD basis set.

Computed properties:
* energy: -170167.3783 eV
* total charge: -1
* HOMO-LUMO gap: 4.21 eV
* HOMO energy: -3.25 eV

Each line ends with the Löwdin charge.
Atoms and positions in Å:
In -1.901 -4.644 2.630  0.18
S 1.797 -0.472 -5.320  0.68
S 1.562 4.106 -1.495  0.67
S -2.529 -9.417 -0.533  0.66
S -3.864 3.364 5.609  0.68
S 6.893 1.826 -7.905  0.71
S -6.059 -0.784 2.089  0.66
S 5.375 8.609 1.706  0.68
P -4.220 -5.219 3.618  0.59
O 7.555 2.885 -6.856  -0.19
O 5.555 6.998 1.522  -0.20
O -2.842 -10.806 -0.773  -0.25
O 0.757 0.510 -5.108  -0.24
O 3.210 0.169 -4.820  -0.20
O -2.472 2.741 5.031  -0.20
O 5.001 8.867 3.078  -0.24
O 6.249 2.572 -8.962  -0.22
O 2.394 2.754 -1.867  -0.19
O 1.816 4.437 -0.113  -0.25
O -4.508 4.110 4.553  -0.23
O -5.190 -0.777 3.469  -0.22
O -1.005 -9.134 -1.039  -0.20
O 1.731 5.052 -2.576  -0.25
O 0.064 3.469 -1.606  -0.19
O 6.482 9.270 1.054  -0.24
O 6.220 0.797 -7.144  -0.26
O -3.295 -8.514 -1.655  -0.20
O -7.256 -1.562 2.306  -0.24
O -2.703 -8.780 0.754  -0.23
O 1.710 -1.829 -4.834  -0.23
O 4.047 8.781 0.776  -0.20
O 2.138 -0.515 -6.915  -0.19
O -4.537 2.335 6.370  -0.23
O -3.202 4.423 6.658  -0.19
O -6.460 0.796 2.084  -0.20
O -5.153 -1.023 0.986  -0.24
O 8.285 1.203 -8.483  -0.19
C -1.039 -8.454 -2.293  -0.18
C 3.281 0.298 -7.166  -0.17
C -1.827 4.093 6.843  -0.17
C -0.638 -1.665 1.914  -0.46
C -1.020 -0.040 1.849  -0.13
C -6.087 1.385 3.328  -0.17
C -5.443 -4.945 2.167  -0.44
C -4.894 0.572 3.823  -0.18
C -4.439 -3.899 5.003  -0.55
C -2.345 -7.664 -2.294  -0.18
C 1.504 1.640 -1.895  -0.16
C 4.135 0.188 -5.906  -0.20
C -2.072 -2.460 1.964  -0.36
C 0.143 2.215 -2.279  -0.16
C 0.275 -2.110 0.591  -0.13
C 4.355 6.458 0.972  -0.18
C -1.372 3.514 5.506  -0.17
C 3.793 7.562 0.080  -0.17
C 9.385 1.976 -8.008  -0.17
C -5.275 -4.423 6.311  -0.24
C 8.930 2.556 -6.671  -0.17
H -0.683 1.564 -1.981  0.15
H -1.458 -5.678 1.232  -0.14
H -3.350 -3.613 5.399  0.06
H 2.937 1.326 -7.321  0.14
H -5.120 -5.512 1.168  0.05
H -2.675 -7.407 -3.303  0.13
H -3.975 0.864 3.304  0.12
H -6.936 1.298 4.014  0.14
H 1.477 1.200 -0.893  0.12
H -2.794 -1.877 2.704  0.03
H 4.319 7.601 -0.879  0.13
H -1.254 4.978 7.131  0.14
H -0.592 -4.854 3.870  -0.14
H -6.107 -3.607 6.567  0.06
H 0.619 -3.224 0.721  0.07
H 9.503 3.440 -6.384  0.14
H -5.860 -5.420 6.111  0.05
H 8.994 1.806 -5.875  0.13
H 3.675 6.235 1.800  0.13
H -0.165 -7.806 -2.399  0.14
H 10.275 1.350 -7.905  0.14
H -1.032 -9.206 -3.088  0.13
H -0.482 2.888 5.609  0.14
H 9.582 2.771 -8.735  0.13
H -1.026 0.439 2.940  0.07
H 4.697 -0.751 -5.891  0.14
H -0.027 -1.903 2.900  0.11
H 4.565 5.541 0.417  0.13
H 2.721 7.442 -0.099  0.13
H -2.141 0.089 1.461  0.07
H -0.448 -1.970 -0.346  0.08
H -5.364 -3.787 1.888  0.01
H -1.763 3.344 7.639  0.13
H 1.853 0.891 -2.611  0.11
H -2.604 -2.456 0.914  0.04
H -4.891 -2.872 4.607  0.06
H 1.192 -1.388 0.418  0.06
H -0.305 0.540 1.108  0.05
H 4.828 1.027 -5.802  0.11
H -4.747 0.664 4.902  0.11
H -6.549 -5.178 2.478  0.03
H -1.175 4.309 4.779  0.14
H -4.515 -4.542 7.221  0.07
H -5.838 2.441 3.191  0.12
H 0.085 2.405 -3.356  0.12
H -2.254 -6.751 -1.696  0.13
H 3.810 -0.045 -8.059  0.13